Entry from OMol25: 2 unconnected molecules or ions with the total composition C3H9NO2 in a non-equilibrium geometry (ωB97M-V with the def2-TZVPD basis set).

Each atom is followed by the atoms it is bonded to, with distances in Å.
Cartesian coordinates (Å):
1 O -2.37 -1.58 0.97  C4 1.384, H9 1.015
2 O 0.69 -0.27 0.10  C6 1.246
3 N 1.94 1.48 0.65  C6 1.355, H7 0.956, H11 1.082
4 C -1.38 -2.44 0.52  O1 1.384, H8 1.158, H14 1.114, H15 1.038
5 C 0.31 1.61 -1.29  C6 1.515, H10 1.115, H12 1.159, H13 1.140
6 C 1.00 0.91 -0.13  O2 1.246, N3 1.355, C5 1.515
7 H 2.43 1.12 1.39  N3 0.956
8 H -1.34 -2.17 -0.61  C4 1.158
9 H -1.96 -0.65 1.02  O1 1.015
10 H 0.34 2.70 -1.08  C5 1.115
11 H 2.08 2.52 0.38  N3 1.082
12 H -0.76 1.19 -1.42  C5 1.159
13 H 0.94 1.37 -2.21  C5 1.140
14 H -0.40 -2.34 1.04  C4 1.114
15 H -1.53 -3.45 0.68  C4 1.038

Calculated values
**Energy above the lowest of the compared OMol25 structures with the same formula, charge and spin**: 43.0 kcal/mol
**Orbital gap**: 10.077 eV
**SMILES**: CC(N)=O.CO
**LUMO**: 0.61 eV
**Molar mass**: 91.1 g mol⁻¹
**Strongest force on any atom**: 7.2 eV Å⁻¹